(1)
An isolated ion of composition CH2N3O2S and charge -1, computed with ωB97M-V/def2-TZVPD.

Geometry as XYZ:
```
9
CH2N3O2S | the OMol25 dataset | ωB97M-V/def2-TZVPD
N 1.341 0.111 0.130
C 0.402 -0.894 -0.173
S 0.736 -2.524 -0.111
N -1.006 -0.645 -0.072
N -1.460 0.604 -0.090
O -0.757 1.575 -0.225
O -2.678 0.724 0.031
H 1.179 1.168 0.105
H 2.243 -0.118 0.403
```

HOMO level: -0.1548 Ha
SMILES: NC(=S)N=[N+]([O-])[O-]
Calculated total energy: -20468.28903 eV
Net charge: -1

=====

(2)
C34H29BBrEuN9O9S3 as an isolated structure, computed with ωB97M-V/def2-TZVPD.

Geometry as XYZ:
```
87
C34H29BBrEuN9O9S3 | the OMol25 dataset | ωB97M-V/def2-TZVPD
Eu -0.855 -0.708 -1.557
O -1.677 -0.439 -3.758
C -0.969 0.580 -3.595
O 0.227 0.493 -3.166
C -1.652 1.911 -3.508
C -2.302 2.592 -4.487
C -3.035 3.770 -4.154
C -3.108 4.230 -2.832
C -2.427 3.556 -1.836
C -1.701 2.320 -2.120
O -1.167 1.580 -1.212
N -2.462 4.070 -0.523
O -1.437 3.944 0.203
O -3.481 4.731 -0.169
N -3.676 4.482 -5.182
O -3.562 4.051 -6.363
O -4.318 5.519 -4.879
H -2.280 2.262 -5.515
H -3.659 5.124 -2.595
S -3.616 -1.231 -1.522
C -3.215 -1.907 0.005
C -4.195 -2.275 0.954
C -3.811 -2.733 2.188
C -2.448 -2.851 2.483
C -1.550 -2.514 1.501
N -1.899 -2.058 0.291
H -5.233 -2.167 0.671
H -4.555 -2.993 2.932
H -2.103 -3.189 3.451
H -0.482 -2.611 1.676
C 2.205 1.889 -1.177
N 2.662 0.782 -2.006
C 3.167 0.881 -3.255
C 3.359 -0.399 -3.721
N 2.972 -1.276 -2.768
B 3.264 -2.832 -2.901
N 2.456 -3.656 -1.868
C 3.026 -4.381 -0.842
C 2.044 -5.021 -0.177
N 0.856 -4.682 -0.801
C -0.451 -5.198 -0.447
C 1.122 -3.831 -1.828
S -0.043 -3.147 -2.871
C 2.511 -0.550 -1.723
S 1.867 -1.112 -0.265
H 2.535 2.818 -1.632
H 2.625 1.801 -0.177
H 1.114 1.902 -1.122
H 3.339 1.835 -3.723
H 3.742 -0.744 -4.667
H 4.435 -2.984 -2.644
H 2.970 -3.156 -4.020
H 4.088 -4.362 -0.671
H 2.073 -5.676 0.677
H -0.647 -5.040 0.612
H -0.509 -6.263 -0.671
H -1.197 -4.670 -1.035
C -4.324 1.286 1.173
O -2.946 0.926 1.154
C -2.162 1.493 2.085
C -2.618 2.394 3.033
C -1.729 2.917 3.960
Br -2.374 4.169 5.232
C -0.416 2.532 4.005
C 0.046 1.594 3.073
C -0.807 1.121 2.081
O -0.356 0.287 1.070
C 1.433 1.135 3.226
N 2.384 1.822 3.803
C 3.502 1.009 3.784
C 4.791 1.239 4.264
C 5.726 0.232 4.108
C 5.403 -0.984 3.489
C 4.129 -1.234 3.013
C 3.193 -0.220 3.178
N 1.862 -0.115 2.846
H -4.797 0.948 2.102
H -4.774 0.772 0.330
H -4.457 2.360 1.064
H -3.645 2.722 3.035
H 0.271 2.910 4.746
H 0.597 0.405 0.950
H 5.034 2.179 4.742
H 6.737 0.381 4.468
H 6.170 -1.741 3.381
H 3.872 -2.169 2.527
H 1.314 -0.838 2.419
```

HOMO level (spin up / spin down): -0.2091 / -0.2093 Ha
Multiplicity: 7
Calculated total energy: -190124.69243 eV
Net charge: -1
<S²>: 12.01

=====

(3)
C36H51BrN3OP2Ti as an isolated structure, computed with ωB97M-V/def2-TZVPD.

Geometry as XYZ:
```
95
C36H51BrN3OP2Ti | the OMol25 dataset | ωB97M-V/def2-TZVPD
C -2.975 -0.713 -0.359
C -1.626 -2.691 -0.267
C -4.132 -1.470 -0.401
C -2.798 -3.456 -0.504
C -4.037 -2.853 -0.446
H -5.093 -0.971 -0.382
H -2.656 -4.515 -0.719
H -4.935 -3.473 -0.521
N -1.761 -1.287 -0.185
P -1.498 1.616 -1.031
P 0.865 -2.301 0.959
C -3.069 0.813 -0.444
H -3.928 1.110 -1.079
H -3.326 1.210 0.556
C -0.546 -3.360 0.377
H -0.133 -4.200 -0.242
C 2.750 -2.836 0.489
C 0.288 -3.187 2.624
C -1.707 1.636 -2.932
C -1.600 3.409 -0.385
C 3.475 -1.766 -0.345
H 3.514 -0.804 0.186
H 4.521 -2.093 -0.498
H 3.021 -1.596 -1.325
C 3.594 -3.038 1.753
H 3.683 -2.099 2.315
H 3.206 -3.822 2.412
H 4.614 -3.339 1.457
C 2.596 -4.134 -0.296
H 3.592 -4.521 -0.561
H 2.082 -4.912 0.284
H 2.044 -3.977 -1.231
C 0.986 -2.553 3.809
H 0.739 -1.488 3.877
H 0.623 -3.042 4.724
H 2.073 -2.659 3.775
C -1.238 -3.002 2.802
H -1.520 -1.943 2.778
H -1.805 -3.535 2.024
H -1.557 -3.461 3.746
C 0.568 -4.690 2.463
H -0.004 -5.101 1.612
H 1.629 -4.932 2.306
H 0.223 -5.218 3.368
C -0.560 4.302 -1.084
H -0.537 5.285 -0.586
H 0.456 3.891 -1.002
H -0.773 4.488 -2.145
C -1.283 3.387 1.118
H -2.001 2.773 1.675
H -0.270 3.034 1.336
H -1.375 4.420 1.493
C -3.017 3.988 -0.504
H -3.035 4.953 0.027
H -3.344 4.174 -1.531
H -3.752 3.337 -0.013
C -2.105 0.220 -3.371
H -2.207 0.223 -4.467
H -1.341 -0.511 -3.103
H -3.064 -0.090 -2.943
C -0.340 1.929 -3.572
H 0.365 1.133 -3.305
H -0.436 1.914 -4.670
H 0.132 2.879 -3.285
C -2.820 2.566 -3.447
H -3.783 2.334 -2.969
H -2.618 3.639 -3.348
H -2.962 2.371 -4.523
Ti 0.066 -0.119 0.071
C -0.467 0.234 1.971
O -0.708 0.502 3.097
N 0.833 -0.580 -1.980
C 0.913 -1.433 -2.840
C 0.827 -2.672 -3.487
C 1.524 -2.434 -4.699
C 0.121 -3.946 -3.378
C 1.432 -3.272 -5.784
H 2.087 -1.486 -4.737
C 0.127 -4.821 -4.499
H -0.436 -4.246 -2.469
C 0.757 -4.486 -5.692
H 1.921 -2.922 -6.672
H -0.391 -5.792 -4.442
H 0.743 -5.151 -6.532
Br 3.491 4.581 -1.284
C 3.143 3.106 -0.116
C 3.899 2.959 1.044
C 3.538 1.924 1.909
C 2.449 1.107 1.613
N 1.741 1.253 0.469
C 2.163 2.174 -0.446
H 4.746 3.611 1.244
H 4.096 1.734 2.821
H 2.149 0.308 2.296
H 1.739 2.125 -1.443
```

HOMO level (spin up / spin down): -0.3160 / -0.3161 Ha
Multiplicity: 3
Calculated total energy: -156405.63899 eV
Net charge: +1
<S²>: 2.01

=====

(4)
A 2-piece molecular cluster, C23H38Cl2N3OS overall, computed with ωB97M-V/def2-TZVPD.

Geometry as XYZ:
```
68
C23H38Cl2N3OS | the OMol25 dataset | ωB97M-V/def2-TZVPD
C 5.393 1.616 1.536
C 4.155 2.542 1.402
C 3.572 2.836 2.807
C 2.079 3.241 2.800
C 1.146 2.306 3.615
N 0.325 1.463 2.710
C 0.991 0.656 1.891
C 0.389 -0.169 1.008
C 1.252 -1.076 0.163
C 1.551 -2.350 1.017
C 3.011 -2.835 0.869
S 4.059 -2.055 2.157
C -1.000 -0.139 0.929
C -1.776 -1.018 -0.017
C -2.494 -0.265 -1.167
C -1.904 1.096 -1.513
Cl -2.401 -1.314 -2.628
C -1.704 0.707 1.787
N -3.131 0.683 1.654
C -3.744 2.016 1.392
C -3.835 -0.048 2.690
C -3.244 -0.391 4.049
O -4.961 -0.424 2.425
C -1.009 1.480 2.682
Cl -1.834 2.505 3.785
H 6.230 2.012 0.960
H 5.194 0.623 1.135
H 5.727 1.516 2.568
H 3.427 2.062 0.741
H 4.467 3.465 0.915
H 3.778 1.958 3.425
H 4.175 3.647 3.216
H 2.020 4.243 3.226
H 1.734 3.347 1.769
H 1.802 1.628 4.162
H 0.558 2.840 4.347
H 2.072 0.668 1.943
H 0.681 -1.332 -0.724
H 2.205 -0.609 -0.084
H 0.838 -3.147 0.791
H 1.414 -2.091 2.066
H 3.376 -2.556 -0.116
H 3.067 -3.906 1.043
H 4.217 -3.018 3.083
H -2.545 -1.514 0.579
H -1.132 -1.806 -0.396
H -3.535 -0.133 -0.887
H -2.160 1.813 -0.734
H -2.379 1.465 -2.420
H -0.818 1.075 -1.609
H -4.605 1.914 0.734
H -3.018 2.725 1.007
H -4.121 2.419 2.334
H -2.185 -0.649 3.997
H -3.442 0.375 4.794
H -3.782 -1.274 4.389
C -1.377 -2.695 -8.391
C -2.300 -2.438 -7.205
C -1.579 -1.788 -6.018
C -0.503 -2.658 -5.527
N 0.342 -3.344 -5.140
H -0.581 -3.395 -8.133
H -1.935 -3.129 -9.220
H -0.918 -1.768 -8.740
H -2.749 -3.381 -6.889
H -3.116 -1.785 -7.521
H -2.280 -1.612 -5.203
H -1.151 -0.828 -6.310
```

HOMO level: -0.4355 Ha
Calculated total energy: -66858.74554 eV
Net charge: +1